Entry 1:
21
Properties=species:S:1:pos:R:3:forces:R:3:lowdin_charge:R:1 method="wB97M-V/def2-TZVPD" homo_lumo_gap_ev="6.732 / 7.650" total_charge=0 e_lumo_ev="-0.7 / -0.3"
C 0.2365 0.2901 0.2377 -1.6 0.7 -1.7 -0.30
C 2.1884 -1.6452 0.1953 3.9 -0.9 0.2 -0.06
C 3.8011 0.2039 -0.1362 -0.3 -1.7 -2.6 -0.03
C -4.1404 1.3406 0.1914 0.0 -0.6 -1.0 -0.15
N -0.9304 0.8826 0.1056 1.2 -1.0 1.1 0.04
N 1.4470 0.5906 -0.2490 0.1 2.2 -0.3 0.07
N 2.4039 -0.2531 -0.0242 1.4 0.0 1.2 -0.29
O -3.5232 -0.7111 -1.5956 -0.5 0.4 -0.3 -0.40
O -3.3981 -1.2157 0.7991 -0.5 -1.4 2.0 -0.38
S -3.2004 -0.2854 -0.2473 1.0 2.1 -1.2 0.69
H 0.1830 -0.6767 0.6095 -0.6 -1.6 1.6 0.07
H 2.1183 -1.8651 1.2556 0.3 -0.3 0.3 0.10
H 1.2928 -1.8634 -0.2302 -2.4 -1.3 -1.5 0.04
H 3.0833 -2.2494 -0.3163 -2.1 1.2 1.2 0.15
H 3.7956 0.3593 -1.2482 1.3 -0.7 0.5 0.10
H 4.0053 1.1881 0.1443 -0.2 1.4 1.5 0.05
H 4.5750 -0.5341 0.2769 -1.5 1.0 -0.8 0.12
H -3.5513 2.1984 0.6050 -0.1 -1.2 -0.4 0.05
H -4.4899 1.5442 -0.8561 -0.2 0.2 1.3 0.05
H -4.8888 0.9916 0.9255 0.1 0.4 -0.7 0.05
H -1.0077 1.7098 -0.4426 0.7 0.9 -0.6 0.04


Entry 2:
13
Properties=species:S:1:pos:R:3:forces:R:3:lowdin_charge:R:1 method="wB97M-V/def2-TZVPD" homo_lumo_gap_ev=7.508 total_charge=-1 e_lumo_ev=2.8
C -2.6235 0.7880 -0.9598 -0.6 1.1 -0.3 -0.44
C -2.6949 -1.3367 -2.8442 0.4 0.3 -0.9 -0.51
C -0.1125 -0.7971 -0.1781 0.8 -3.7 4.7 -0.29
C -2.6377 0.3288 0.3555 0.2 -1.4 1.3 -0.86
N -2.7844 1.2771 -1.9989 0.4 -0.2 0.2 0.16
O -2.9060 -0.9105 -3.8748 -1.1 1.0 -2.7 0.20
O -2.3509 -1.8159 -1.8803 0.4 -1.8 3.0 0.18
P -1.4265 -0.8261 0.8811 1.9 0.4 -1.4 0.25
P -3.9155 0.4917 1.5089 -0.9 1.1 -0.7 0.35
S -1.5190 -1.8202 2.5646 0.0 0.4 -0.7 0.06
S -5.2283 1.7555 0.7183 0.3 -0.5 0.5 -0.07
H 0.7125 -1.5961 0.0274 -1.6 1.6 -0.2 0.03
H -0.0889 -0.4080 -1.1056 -0.3 1.6 -2.8 -0.07


Entry 3:
11
Properties=species:S:1:pos:R:3:forces:R:3:lowdin_charge:R:1 method="wB97M-V/def2-TZVPD" homo_lumo_gap_ev="6.193 / 6.456" total_charge=0 e_lumo_ev="-2.3 / -2.1"
C 1.0848 -0.2741 -0.0237 5.2 1.2 1.9 -0.65
C 0.4611 1.0904 0.0866 -0.7 0.4 1.0 -0.19
N 0.1889 -1.1778 -0.2874 -0.7 -6.1 0.1 -0.19
N -0.9319 0.8247 0.0438 -2.2 0.5 0.0 -0.30
O 2.2936 -0.4053 0.2132 -1.4 -0.2 -0.6 0.01
P -1.3845 -0.7969 0.1648 -1.9 -0.4 -1.0 0.74
H 0.6829 1.6359 1.0394 0.5 -0.8 -0.7 0.14
H 0.7001 1.7108 -0.7304 1.0 0.7 -1.0 0.10
H 0.3974 -2.9783 0.1435 0.0 4.2 -0.9 0.34
H -1.4867 1.4881 0.5398 -0.4 0.2 0.2 0.06
H -2.0056 -1.1175 -1.1896 0.5 0.5 1.1 -0.07


Entry 4:
50
Properties=species:S:1:pos:R:3:forces:R:3:lowdin_spin:R:1 method="wB97M-V/def2-TZVPD" multiplicity=6 homo_lumo_gap_ev="2.723 / 7.087" total_charge=0 e_lumo_ev="-0.1 / -1.0"
C -0.4155 -0.0838 -5.1766 0.3 1.2 -0.4 0.07
C -1.2247 0.8301 -4.4175 0.5 0.4 -0.5 0.05
C -0.3563 1.6631 -3.6354 0.3 -0.2 -1.1 0.07
C 1.0018 1.2743 -3.9133 -0.8 0.0 -0.6 0.05
C 0.9703 0.1943 -4.8630 -0.5 0.7 -0.4 0.05
Fe -0.0565 -0.4643 -3.1125 0.0 -0.1 3.3 3.58
P -0.0489 -2.7359 -3.3784 0.0 -1.6 0.3 0.07
H -0.7800 -0.7841 -5.9216 0.1 0.1 0.3 0.00
H -2.3025 0.9507 -4.4894 0.3 -0.2 0.2 0.01
H -0.6611 2.5185 -3.0443 0.0 -0.3 0.1 0.01
H 1.8406 -0.2550 -5.3280 -0.2 0.0 0.2 0.00
H 1.8876 1.7822 -3.5500 -0.1 -0.3 0.1 0.01
H 1.1233 -3.3127 -3.9461 -0.5 0.0 0.0 0.01
H -1.1189 -3.2908 -4.1374 0.5 0.0 0.1 0.01
H -0.1591 -3.5294 -2.2140 0.0 0.1 -0.3 0.02
O -0.0910 -1.0329 -0.4258 -0.1 -0.3 -1.6 0.07
P 0.0063 -0.2084 0.8460 0.1 1.5 0.8 0.14
C 1.6355 0.5735 0.8797 -1.1 -0.8 -0.4 0.07
C 2.6084 0.1223 1.7852 0.8 0.1 0.6 0.07
C 3.8916 0.6703 1.7998 -0.7 -0.3 0.2 0.01
C 4.2259 1.6334 0.8547 0.4 0.2 -0.2 0.10
C 3.3217 1.9699 -0.1653 -0.6 -0.2 0.3 0.01
C 2.0220 1.4586 -0.1442 0.8 0.7 -0.2 0.07
C -1.4687 0.8366 1.0008 1.1 -1.0 -0.2 0.07
C -2.3668 0.6787 2.0723 -0.7 0.2 0.6 0.07
C -3.6185 1.2930 2.0690 0.8 -0.4 0.0 0.02
C -4.0131 2.0336 0.9542 -0.5 0.2 -0.2 0.11
C -3.1356 2.2072 -0.1245 0.3 -0.1 0.3 0.01
C -1.8591 1.6495 -0.0798 -0.6 0.6 -0.6 0.09
C -0.0263 -1.1592 2.3850 0.0 -0.4 0.3 0.02
C -0.3770 -2.5059 2.2558 0.1 0.2 0.5 0.00
C -0.5304 -3.3045 3.3948 0.0 0.0 0.2 0.00
C -0.3237 -2.7775 4.6795 -0.1 0.1 -0.6 0.00
C 0.0769 -1.4358 4.8039 -0.1 -0.1 -0.4 0.00
C 0.2288 -0.6253 3.6664 -0.1 -0.6 0.3 0.01
H 2.3624 -0.6543 2.5067 0.1 0.2 -0.2 0.00
H 4.6136 0.3330 2.5550 -0.3 0.2 -0.4 0.00
H 5.1966 2.1161 0.9183 -0.1 -0.1 -0.2 0.01
H 3.6366 2.6236 -0.9755 -0.1 0.1 0.2 0.00
H 1.3114 1.7593 -0.9197 0.2 -0.1 0.2 0.01
H -2.0956 0.0482 2.9179 -0.1 0.2 -0.2 0.00
H -4.2885 1.1561 2.9219 0.2 0.0 -0.3 0.00
H -5.0143 2.4595 0.9311 0.2 0.0 -0.1 0.01
H -3.4646 2.7835 -0.9912 0.2 -0.1 0.2 0.00
H -1.1778 1.8228 -0.9153 -0.2 -0.2 0.2 0.01
H -0.5195 -2.9097 1.2514 -0.1 0.1 0.3 0.00
H -0.8168 -4.3483 3.2588 0.1 0.2 0.2 0.00
H -0.4902 -3.4111 5.5597 0.2 0.4 -0.4 0.00
H 0.2697 -1.0196 5.7939 -0.1 -0.1 -0.3 0.00
H 0.5705 0.4067 3.8070 -0.3 -0.4 -0.3 0.00


Entry 5:
14
Properties=species:S:1:pos:R:3:forces:R:3:lowdin_charge:R:1 method="wB97M-V/def2-TZVPD" homo_lumo_gap_ev=9.723 total_charge=0 e_lumo_ev=0.7
C -1.0225 -0.9512 0.5598 0.0 -0.1 0.0 -0.03
N -0.0746 0.1355 0.2871 0.1 0.0 0.0 -0.19
C -0.6864 1.2746 -0.4070 0.0 0.1 0.0 -0.03
C 1.2503 -0.4036 -0.5021 0.1 -0.1 0.0 -0.63
O 1.0398 -0.8558 -1.6124 0.0 0.2 0.5 0.02
N 2.1551 -0.1559 0.3863 0.3 -0.2 -0.3 0.08
H -0.5073 -1.7426 1.1070 0.0 0.1 -0.1 0.10
H -1.8659 -0.5801 1.1485 0.1 -0.1 -0.1 0.09
H -1.3693 -1.3466 -0.3977 0.0 0.1 0.1 0.10
H -1.0189 0.9368 -1.3918 0.1 0.0 0.1 0.10
H -1.5352 1.6535 0.1672 0.1 0.0 -0.1 0.09
H 0.0637 2.0585 -0.5290 -0.1 -0.1 0.0 0.10
H 3.0818 -0.4265 0.0785 0.0 -0.1 -0.2 0.04
H 0.4895 0.4034 1.1057 -0.6 0.1 0.0 0.13


Entry 6:
62
Properties=species:S:1:pos:R:3:forces:R:3:lowdin_charge:R:1 method="wB97M-V/def2-TZVPD" homo_lumo_gap_ev="6.675 / 6.680" total_charge=0 e_lumo_ev="-0.4 / -0.4"
Ti 0.2466 -0.2867 0.4337 0.4 0.2 0.7 0.85
O 2.5031 -5.0752 0.9334 0.0 0.0 0.0 0.06
C 3.4590 -4.2450 1.4493 0.0 0.0 0.0 -0.27
C 4.6755 -4.7242 1.9172 0.0 0.0 0.0 -0.03
C 5.6131 -3.8417 2.4308 0.0 0.0 0.0 -0.09
C 5.3420 -2.4825 2.4775 0.0 0.0 0.0 -0.08
C 4.1250 -2.0124 2.0063 0.0 0.0 0.0 -0.01
C 3.1749 -2.8819 1.4903 -0.1 0.0 0.1 -0.10
C 1.8500 -2.3656 0.9910 -0.2 -0.1 -0.1 -0.38
O 1.9153 -1.0012 0.6836 -0.1 0.2 -0.1 -0.27
N 0.7701 -2.5845 1.9752 0.0 -0.3 0.1 0.03
N -0.0829 -1.4459 1.9854 0.1 -0.1 -0.1 -0.26
C -0.8476 -1.3906 3.1366 -0.1 0.2 -0.2 -0.21
C -1.8109 -0.5300 3.3888 -0.1 -0.4 0.0 -0.08
Br 0.3469 1.5427 2.1388 0.2 0.1 0.0 0.26
C -2.9059 0.1269 3.6691 0.1 0.1 -0.1 -0.07
C -4.2790 -0.3393 3.3740 0.0 0.0 0.1 -0.22
C -4.5335 -1.5369 2.7062 0.0 0.0 0.0 -0.04
C -5.8316 -1.9451 2.4547 0.0 0.0 0.0 -0.08
C -6.9052 -1.1644 2.8672 0.0 0.0 0.0 -0.10
C -6.6646 0.0272 3.5334 0.0 0.0 0.0 -0.09
C -5.3621 0.4355 3.7824 0.0 0.0 0.0 -0.05
H 2.8405 -5.9764 0.9190 0.0 0.0 0.0 0.11
H 4.8855 -5.7877 1.8766 0.0 0.0 0.0 0.11
H 6.5595 -4.2223 2.7928 0.0 0.0 0.0 0.10
H 6.0740 -1.7923 2.8742 0.0 0.0 0.0 0.10
H 3.8941 -0.9553 2.0193 0.0 0.0 0.0 0.12
H 1.5699 -2.9242 0.0882 0.0 0.1 0.0 0.14
H 1.1466 -2.7259 2.9098 0.1 0.2 0.0 0.12
H -0.5904 -2.1130 3.9102 0.0 0.0 0.0 0.13
H -2.8311 1.1127 4.1236 0.0 0.0 0.0 0.11
H -3.6974 -2.1515 2.3955 -0.1 0.0 0.0 0.09
H -6.0106 -2.8788 1.9360 0.0 0.0 0.0 0.10
H -7.9199 -1.4854 2.6714 0.0 0.0 0.0 0.10
H -7.4926 0.6426 3.8615 0.0 0.0 0.0 0.10
H -5.1778 1.3678 4.3036 0.0 0.0 0.0 0.11
O 0.0818 -0.8363 -3.7363 0.0 0.0 0.0 0.05
C 0.0855 -0.9810 -2.5167 0.0 0.0 0.0 -0.50
N 0.7949 -0.3294 -1.5942 -0.1 -0.1 -0.1 -0.08
C 1.3912 0.9119 -2.0311 0.0 0.0 0.0 -0.14
C 0.3778 1.9811 -1.7025 0.0 0.1 0.0 -0.24
C 0.2638 3.1814 -2.3885 0.0 0.0 0.0 0.00
C -0.7567 4.0495 -2.0510 0.0 0.0 0.0 -0.05
C -1.6301 3.7009 -1.0293 0.0 0.0 0.0 -0.05
C -1.4238 2.5108 -0.3646 0.0 0.0 0.0 -0.17
N -0.4416 1.6658 -0.6938 -0.2 -0.2 -0.2 -0.04
C -0.8493 -1.9702 -1.8768 0.0 0.0 0.0 -0.16
C -1.4514 -2.9831 -2.5974 0.0 0.0 0.0 0.02
C -2.3270 -3.8284 -1.9394 0.0 0.0 0.0 -0.03
C -2.5769 -3.6237 -0.5900 0.0 0.0 0.0 -0.03
C -1.9338 -2.5888 0.0593 0.0 0.0 0.0 -0.09
N -1.0866 -1.7677 -0.5731 0.0 -0.1 -0.1 0.05
H 1.6034 0.9027 -3.1011 0.0 0.0 0.0 0.12
H 2.3258 1.0973 -1.4920 0.0 0.0 0.0 0.13
H 0.9538 3.4053 -3.1905 0.0 0.0 0.0 0.12
H -0.8795 4.9836 -2.5834 0.0 0.0 0.0 0.11
H -2.4484 4.3444 -0.7403 0.0 0.0 0.0 0.11
H -2.0423 2.2203 0.4743 0.0 0.0 0.0 0.10
H -1.2206 -3.0706 -3.6493 0.0 0.0 0.0 0.12
H -2.8108 -4.6393 -2.4684 0.0 0.0 0.0 0.11
H -3.2546 -4.2599 -0.0389 0.0 0.0 0.0 0.11
H -2.0793 -2.3980 1.1126 0.0 0.0 0.0 0.08


Calculated DFT total energy (eV), listed in the same order as above: -23721.3509 -50015.4843 -16467.0835 -79232.4637 -8267.8040 -136177.7864